[1]
Below is a molecular structure, C26H26GdN5O4 in a non-equilibrium geometry, with properties calculated with ωB97M-V with the def2-TZVPD basis set.

XYZ file:
```
62
Properties=species:S:1:pos:R:3:mulliken_spin:R:1
Gd 4.4404 -16.2297 -2.7465 4.9117
O 6.2447 -17.4222 -6.4261 0.1329
O 2.7960 -18.0599 -9.1685 0.9254
O 4.9176 -18.1526 -8.4208 0.0702
O 5.7129 -17.4314 -4.1684 0.0453
N 3.2209 -16.5739 -4.7075 0.2468
N 8.5646 -14.7223 -3.6336 -0.0002
N 6.3495 -14.3888 -2.8907 0.0079
N 2.0007 -16.2314 -5.2885 0.0520
N 2.5680 -14.7144 -2.2138 0.0226
C 4.3696 -19.2861 -1.8816 0.0060
C 7.4236 -15.1320 -3.0930 0.0046
C 1.6957 -14.6706 -1.1635 0.0065
C 8.6295 -13.4718 -4.0900 0.0003
C 3.7504 -17.5185 -0.3417 0.0101
C 8.5056 -19.2222 -0.1146 -0.0002
C 3.6484 -17.7723 -8.2908 0.0591
C 1.9273 -13.8116 -0.0770 -0.0024
C 6.5087 -13.0161 -3.0390 -0.0002
C 5.4105 -17.3256 -5.4759 0.1250
C 1.9171 -18.8570 -1.5291 0.0063
C 7.6414 -12.5458 -3.7802 -0.0016
C 5.7143 -19.0947 -1.4048 -0.0150
C 6.1135 -18.0689 -0.5530 -0.0032
C 3.0502 -12.9497 -0.1106 0.0032
C 3.8559 -12.8859 -1.2604 -0.0072
C 4.9637 -12.0117 -1.2511 0.0029
C 7.6514 -17.3507 1.2514 -0.0001
C 3.3557 -18.5513 -1.2700 0.0183
C 2.0252 -16.5165 -6.6696 -0.0553
C 5.9761 -12.0036 -2.1721 -0.0023
C 5.1288 -17.1677 -0.1517 0.0053
C 7.6196 -17.9870 -0.1257 0.0016
C 3.4748 -13.6678 -2.3272 0.0199
C 4.0256 -17.0245 -5.7437 0.3389
C 3.2708 -17.0834 -7.0093 0.0884
H 7.1552 -16.3047 1.3929 0.0001
H 5.1282 -11.3816 -0.3167 -0.0001
H 8.5617 -19.7076 -1.1313 -0.0001
H 9.5263 -18.9950 0.1006 0.0000
H 5.4476 -16.2406 0.3537 -0.0029
H 6.4964 -19.7206 -1.8990 -0.0002
H 7.1392 -17.9947 2.0128 0.0001
H 5.6094 -17.7741 -7.6526 -0.0007
H 3.2169 -12.3044 0.7263 0.0000
H 1.3508 -18.9526 -0.5908 0.0000
H 8.7111 -17.2615 1.4963 0.0000
H 9.5859 -13.1980 -4.5426 0.0000
H 1.4435 -18.0174 -2.1587 0.0043
H 8.0325 -17.3349 -0.8584 -0.0005
H 7.3488 -16.1665 -2.7544 0.0002
H 1.3074 -13.8240 0.8075 0.0000
H 1.2052 -15.9092 -4.7919 -0.0018
H 1.1351 -16.4314 -7.3279 -0.0032
H 0.8326 -15.3302 -1.0760 -0.0002
H 2.9973 -16.9095 0.2070 -0.0002
H 1.8970 -19.8172 -2.1029 -0.0015
H 4.1756 -20.0097 -2.6736 -0.0013
H 6.6318 -11.1402 -2.3052 0.0000
H 3.9371 -13.4545 -3.2853 -0.0158
H 7.7362 -11.5159 -4.0812 0.0000
H 8.1374 -19.9549 0.5984 0.0001
```

**Maximum force**: 5.251 eV/Å
**Total charge**: +2
**2S+1**: 8
**Electronic energy**: -2346.00011 Ha
**Expectation value of S²**: 16.101
**Frontier orbital gap (alpha / beta)**: 4.208 / 5.203 eV

---

[2]
Below is a molecular structure, C17H34N17O7P2SeW, with properties calculated with ωB97M-V with the def2-TZVPD basis set.

XYZ file:
```
79
Properties=species:S:1:pos:R:3:mulliken_spin:R:1
W -0.0271 -0.1265 -0.0260 0.6866
Se 1.9029 -3.1504 2.2992 0.1863
P 0.8546 -3.0739 -1.5770 0.0050
P 3.0781 -1.2112 -0.5709 0.0092
O 2.9813 -2.3403 -3.0543 0.0012
O -0.0966 -2.0603 -1.0036 -0.0059
O 1.8879 -0.2074 -0.4727 0.0344
O 0.3865 -3.4125 -3.0290 0.0000
O 0.7643 -4.4424 -0.8129 0.0043
O 3.5610 -1.7346 0.7229 0.0030
O 4.1317 -0.3545 -1.3800 0.0017
N -2.3611 0.0551 -2.8071 0.0051
N -2.8197 1.2516 0.3860 -0.0031
N -0.6014 1.0284 1.8741 0.0265
N -1.2851 -1.3487 1.1781 0.0613
N 0.7469 -0.3716 -4.1137 0.0039
N 1.0838 -0.1243 -2.9107 -0.0032
N -3.9894 0.9991 -1.4055 -0.0024
N 2.3517 0.4114 2.4260 0.0232
N -3.9598 1.4455 -0.1368 0.0129
N 1.3876 4.0938 0.1709 -0.0004
N -1.9959 0.6250 -0.5280 0.0335
N -0.5872 -0.3660 -4.2694 -0.0009
N -0.0525 0.0906 -2.1726 0.0112
N 0.8465 -1.9698 1.3204 0.1330
N -0.4085 3.7479 -1.1986 0.0014
N 0.6708 1.9078 -0.1206 -0.0241
N 0.4369 -3.8140 3.1326 0.3096
C -2.9277 -2.4443 2.5120 -0.0949
C 2.1748 3.7496 1.3392 0.0061
C 2.6507 -2.6156 -1.7054 0.0055
C -1.0618 3.0750 -2.3059 0.0040
C -0.3711 -2.1630 1.7278 -0.0027
C -0.6251 0.6509 3.3159 0.0130
C -1.9895 -3.2954 3.1105 0.2391
C 0.5276 3.1973 -0.4068 0.0206
C 3.5172 -3.8284 -1.3393 -0.0012
C 1.8237 -0.0553 3.7136 0.0181
C -2.7801 0.5202 -1.6070 0.0238
C -0.9467 5.0802 -0.9250 0.0005
C 1.9790 5.1632 -0.6368 0.0001
C -1.0361 -0.0937 -3.0674 0.0075
C 0.6562 0.8100 4.1211 0.0083
C -2.5854 -1.4917 1.5750 0.2421
C -0.6448 -3.1674 2.7212 -0.0384
H 0.3778 0.5808 5.1523 -0.0007
H 1.5760 5.1448 -1.6439 0.0000
H -0.1853 1.9457 1.7846 0.0081
H 2.4968 -1.5594 -3.3633 0.0000
H -3.0211 -0.0179 -3.5650 -0.0002
H 3.2024 -4.7066 -1.9017 -0.0017
H 2.8155 1.3000 2.5937 -0.0013
H -1.5882 1.1533 1.5957 -0.0011
H 3.0578 5.0077 -0.7004 0.0000
H -0.6308 5.8028 -1.6789 0.0000
H -0.9982 -0.3702 3.3791 -0.0005
H 1.5960 3.1465 2.0334 -0.0042
H -0.4532 2.2478 -2.6424 -0.0026
H -3.9708 -2.5174 2.7858 -0.0002
H 3.0800 -0.2096 2.0818 0.0058
H 2.5893 -0.0504 4.4965 -0.0046
H 1.5796 1.7456 0.3019 -0.0015
H 1.0411 -3.8146 -3.6194 -0.0003
H -1.1593 3.7880 -3.1249 -0.0001
H 1.7925 6.1411 -0.1918 -0.0001
H -3.3231 -0.8496 1.1289 0.0401
H -2.0606 2.7372 -2.0303 -0.0014
H -1.3704 1.2937 3.7905 -0.0057
H -0.6364 5.4239 0.0563 0.0001
H 1.4829 -1.0880 3.6229 -0.0005
H 0.9394 -4.4073 0.1452 0.0074
H 3.0963 3.2160 1.0750 0.0000
H 4.7400 -0.8635 -1.9333 0.0001
H 0.9754 1.8612 4.1164 0.0007
H 2.4557 4.6701 1.8488 0.0003
H -2.2818 -4.0326 3.8449 -0.0019
H 4.5477 -3.6023 -1.6136 0.0002
H 3.4823 -4.0475 -0.2761 0.0010
H -2.0353 5.0167 -0.9454 -0.0001
```

**ΔE to the lowest compared entry with this formula, charge and spin**: 50.3 kcal/mol
**Maximum force**: 0.896 eV/Å
**Total charge**: +1
**2S+1**: 3
**Electronic energy**: -5276.96203 Ha
**Expectation value of S²**: 2.043
**Frontier orbital gap (alpha / beta)**: 5.662 / 7.538 eV

---

[3]
Below is 4 unconnected molecules or ions with the total composition C16H33IN7O5, with properties calculated with ωB97M-V with the def2-TZVPD basis set.

XYZ file:
```
62
Properties=species:S:1:pos:R:3:nbo_charge:R:1
I 4.2866 4.5731 -4.3709 0.3333
O 0.6559 2.8184 6.2818 -0.6340
O -3.2212 -2.6192 -1.5095 -0.5774
O -2.6314 -0.4663 -1.4778 -0.5230
O -0.0504 -2.7354 -3.3334 -0.6659
O -1.0818 0.7927 2.1077 -0.6676
N 2.1421 2.4920 -4.5059 -0.3824
N 0.1515 0.6126 6.4937 -0.4236
N 1.5846 1.4844 -3.7576 -0.3869
N 3.2326 2.4016 -2.5944 -0.4970
N -1.3112 3.0067 2.5550 -0.4181
N 1.5906 -4.2077 -3.8718 -0.4144
N 2.0391 0.6205 -1.6031 -0.5356
C -1.4039 -0.8110 -0.8128 -0.0943
C 1.5145 -3.8692 -5.2846 -0.4152
C -0.7321 -0.4864 6.1533 -0.4000
C -4.3375 -1.1055 -2.9777 -0.7144
C 2.5377 -5.2200 -3.4369 -0.4018
C 1.3009 0.3676 7.3512 -0.4167
C 0.7722 -3.5834 -3.0166 0.5290
C -3.3562 -1.5116 -1.9279 0.8004
C -0.0560 1.8597 6.0440 0.5227
C -2.5093 3.1090 1.7358 -0.4167
C 3.1223 3.0065 -3.7542 0.2548
C 0.9433 -0.3576 -1.6503 -0.2233
C -0.3626 0.2510 -1.1370 -0.4375
C 2.2694 1.4484 -2.5947 0.5891
C -0.7023 1.8191 2.6540 0.5211
C -0.8163 4.1839 3.2522 -0.4110
H -0.1162 0.7944 -0.2251 0.2324
H 1.2385 0.9772 8.2521 0.2195
H 2.4606 -5.3564 -2.3607 0.2152
H -2.2897 2.8346 0.7033 0.2058
H 1.7340 -2.8114 -5.4344 0.1987
H -1.5740 4.5630 3.9389 0.2064
H 0.8394 -0.7023 -2.6770 0.2145
H 0.5133 -4.0637 -5.6674 0.2236
H -0.5648 4.9698 2.5381 0.1959
H 2.2352 -4.4675 -5.8343 0.2137
H 0.0708 3.9286 3.8289 0.2347
H 0.8248 0.8939 -4.0563 0.4558
H 2.3265 -6.1717 -3.9251 0.2091
H -4.9224 -1.9746 -3.2543 0.2417
H -1.5314 -0.1287 5.5077 0.2151
H 2.5967 0.6961 -0.7688 0.4390
H 2.2238 0.6276 6.8327 0.2128
H 1.3228 -0.6835 7.6259 0.2063
H -0.9578 1.9452 5.4121 0.1011
H -3.8171 -0.7129 -3.8476 0.2302
H -3.2810 2.4335 2.1044 0.2199
H 3.5570 -4.9180 -3.6814 0.2006
H -1.1738 -0.9147 7.0546 0.2012
H -4.9983 -0.3327 -2.5908 0.2399
H -0.7213 0.9693 -1.8735 0.2057
H 1.2328 -1.2230 -1.0622 0.2253
H -0.1834 -1.2682 5.6256 0.1984
H 0.8937 -3.9222 -1.9742 0.1166
H 0.1931 1.8470 3.2953 0.1205
H -1.0813 -1.8083 -1.0960 0.2151
H 1.8414 2.7527 -5.4303 0.4559
H -2.8769 4.1307 1.7690 0.2106
H -1.5857 -0.7777 0.2590 0.2253
```

**Maximum force**: 0.818 eV/Å
**Total charge**: +1
**Electronic energy**: -1686.43108 Ha
**Frontier orbital gap**: 8.149 eV

---

[4]
Below is C2H4S3 in the gas phase in a non-equilibrium geometry, with properties calculated with ωB97M-V with the def2-TZVPD basis set.

XYZ file:
```
9
Properties=species:S:1:pos:R:3:nbo_charge:R:1
S -0.7425 1.8459 -0.2766 -0.1824
S -2.7630 -0.3323 -0.1262 0.1127
S 0.0382 -1.1331 -0.0192 0.4149
C 1.6815 -0.3933 0.0821 -0.7683
C -1.0766 0.1145 -0.1172 -0.5142
H 2.1023 -0.9643 0.9900 0.2476
H 1.4476 0.6516 -0.0240 0.2772
H 2.3400 -0.7343 -0.7626 0.2371
H -3.0275 0.9453 0.2537 0.1753
```

**ΔE to the lowest compared entry with this formula, charge and spin**: 19.1 kcal/mol
**SMILES**: CSC(=S)S
**Maximum force**: 3.948 eV/Å
**Electronic energy**: -1273.12144 Ha
**Frontier orbital gap**: 8.218 eV